1.
ORCA calculation (ωB97M-V/def2-TZVPD) on a cluster of 2 separate species, C13H19N in total in a non-equilibrium geometry.

The value obtained for the orbital gap is 0.3164 Ha. The calculation puts the largest force on an atom at 2.6 eV/Å. As for the energy above the lowest of the compared OMol25 structures with the same formula, charge and spin: 121.7 kJ/mol. Its SMILES is CCc1c[nH]c2ccccc12.CCC.

Positions of all 33 atoms, in Å:
C: 2.402 -2.137 0.878
C: 2.694 -0.618 0.690
C: 1.866 0.096 -0.315
C: 1.196 -0.484 -1.347
N: 0.567 0.507 -2.088
C: 0.907 1.736 -1.541
C: 0.379 2.945 -1.967
C: 0.482 3.959 -0.978
C: 1.195 3.834 0.179
C: 1.725 2.579 0.558
C: 1.612 1.517 -0.306
H: 1.389 -2.370 0.570
H: 2.793 -2.569 1.790
H: 3.043 -2.583 0.101
H: 2.547 -0.068 1.630
H: 3.761 -0.546 0.450
H: 1.084 -1.536 -1.535
H: -0.281 0.409 -2.617
H: -0.103 3.156 -2.906
H: 0.022 4.927 -1.153
H: 1.372 4.644 0.871
H: 2.169 2.485 1.542
C: -2.777 -2.499 1.716
C: -3.601 -1.793 0.651
C: -2.698 -1.049 -0.340
H: -3.415 -3.275 2.189
H: -2.532 -1.984 2.645
H: -1.919 -3.000 1.278
H: -4.172 -2.569 0.141
H: -4.253 -1.076 1.154
H: -1.675 -1.411 -0.273
H: -2.965 -1.261 -1.388
H: -2.813 0.033 -0.278

---

2.
ORCA calculation (ωB97M-V/def2-TZVPD) on an isolated molecule of C4H5NO2S in a non-equilibrium geometry.

The value obtained for the orbital gap (alpha / beta) is 0.2310 / 0.2310 Ha. The calculation puts the largest force on an atom at 2.4 eV/Å. As for the energy above the lowest of the compared OMol25 structures with the same formula, charge and spin: 434.6 kJ/mol.

Positions of all 13 atoms, in Å:
C: -0.667 -1.217 0.285
C: 1.094 0.118 -0.392
C: -0.305 0.101 0.478
C: -1.275 1.161 -0.061
N: -0.947 -2.346 0.065
O: 1.075 0.106 -1.596
O: 3.664 0.430 -0.028
S: 2.409 0.243 0.721
H: -0.003 0.282 1.508
H: -2.285 0.767 -0.134
H: -0.953 1.470 -1.052
H: -1.284 2.028 0.591
H: -0.524 -3.143 -0.385

---

3.
ORCA calculation (ωB97M-V/def2-TZVPD) on a structure of composition C9H24NO12S3Sn in a non-equilibrium geometry.

The value obtained for the orbital gap is 0.1847 Ha. As for the net charge: +1. The calculation puts the largest force on an atom at 4.3 eV/Å. As for the energy above the lowest of the compared OMol25 structures with the same formula, charge and spin: 139.2 kJ/mol.

Positions of all 50 atoms, in Å:
Sn: 2.335 -3.758 0.859
N: 0.498 -0.712 -1.076
O: -0.347 -0.778 -1.955
O: 0.990 -1.852 -0.728
O: 0.879 0.300 -0.502
O: 3.555 -1.056 1.051
S: 4.605 -0.084 1.301
O: 5.686 -0.341 2.208
O: 5.259 0.346 -0.114
C: 4.404 0.447 -1.263
C: 4.712 1.762 -1.997
C: 3.831 1.466 1.690
H: 3.337 0.307 -1.082
H: 4.641 -0.380 -1.934
H: 5.767 1.842 -2.259
H: 4.426 2.700 -1.520
H: 4.192 1.780 -2.956
H: 4.629 2.201 1.761
H: 3.282 1.419 2.630
H: 3.115 1.658 0.891
O: 1.440 0.291 4.223
S: 0.717 -0.687 3.453
O: 1.423 -1.795 2.824
O: -0.409 -1.354 4.462
C: -0.061 -1.998 5.686
C: 0.290 -3.476 5.545
C: -0.420 0.100 2.339
H: -0.815 -1.893 6.467
H: 0.756 -1.445 6.157
H: 0.946 -3.560 4.677
H: -0.579 -4.113 5.385
H: 0.805 -3.809 6.445
H: -1.079 -0.667 1.940
H: 0.188 0.546 1.550
H: -0.940 0.957 2.761
O: -4.519 0.053 -2.062
S: -3.761 0.042 -3.290
O: -3.079 -1.149 -3.716
O: -4.770 0.601 -4.462
C: -5.882 1.403 -4.106
C: -6.962 1.201 -5.159
C: -2.513 1.427 -3.244
H: -5.599 2.461 -4.077
H: -6.256 1.212 -3.101
H: -6.824 1.716 -6.106
H: -7.912 1.524 -4.729
H: -7.108 0.127 -5.284
H: -2.013 1.468 -4.207
H: -1.824 1.215 -2.429
H: -3.037 2.333 -2.945

---

4.
ORCA calculation (ωB97M-V/def2-TZVPD) on a cluster of 2 separate species, HO5P in total in a non-equilibrium geometry.

The value obtained for the orbital gap is 0.2111 Ha. As for the net charge: -2. The calculation puts the largest force on an atom at 3.8 eV/Å. As for the energy above the lowest of the compared OMol25 structures with the same formula, charge and spin: 165.8 kJ/mol.

Positions of all 7 atoms, in Å:
O: 1.808 0.369 0.327
O: 0.525 1.820 -1.372
O: 0.364 -0.755 -1.467
O: -1.337 -1.208 1.130
O: -1.563 0.221 1.286
P: 0.717 0.525 -0.670
H: -0.514 -0.972 0.766

---

5.
ORCA calculation (ωB97M-V/def2-TZVPD) on a structure of composition C48H50ClN7P2RhSe2.

Its expectation value of S² is 6.021. The value obtained for the orbital gap (alpha / beta) is 0.2449 / 0.2404 Ha. As for the net charge: +1. Its spin multiplicity is 5. The calculation puts the largest force on an atom at 0.5 eV/Å. As for the energy above the lowest of the compared OMol25 structures with the same formula, charge and spin: 184.4 kJ/mol.

Positions of all 111 atoms, in Å:
Rh: 0.052 -1.721 1.624
C: -5.509 -3.184 5.982
C: -5.429 -1.917 5.126
C: -6.650 -1.857 4.194
C: -5.439 -0.696 6.054
C: -4.188 -1.921 4.242
C: -3.571 -3.100 3.837
C: -2.476 -3.048 2.998
N: -1.967 -1.904 2.545
C: -2.544 -0.751 2.917
C: -3.645 -0.734 3.757
C: -1.914 0.495 2.420
C: -2.612 1.683 2.317
C: -1.969 2.845 1.887
C: -0.616 2.734 1.596
C: 0.004 1.500 1.670
N: -0.623 0.398 2.067
C: -2.742 4.138 1.661
C: -3.857 4.304 2.699
C: -1.824 5.360 1.733
C: -3.358 4.045 0.255
H: -6.365 -3.110 6.654
H: -4.614 -3.317 6.593
H: -5.655 -4.081 5.379
H: -7.567 -1.828 4.785
H: -6.692 -2.731 3.543
H: -6.623 -0.964 3.566
H: -6.271 -0.780 6.753
H: -5.577 0.238 5.508
H: -4.518 -0.625 6.636
H: -3.924 -4.065 4.169
H: -1.987 -3.956 2.665
H: -4.061 0.218 4.053
H: -3.667 1.693 2.546
H: -0.037 3.582 1.265
H: 1.036 1.375 1.369
H: -3.466 4.267 3.717
H: -4.635 3.546 2.598
H: -4.340 5.272 2.560
H: -1.295 5.413 2.686
H: -2.424 6.266 1.632
H: -1.090 5.375 0.926
H: -4.029 3.188 0.175
H: -2.584 3.937 -0.507
H: -3.932 4.949 0.043
Se: 4.068 -3.557 -3.786
P: 3.974 -1.547 -3.208
C: 3.414 -0.438 -4.533
C: 2.700 -0.978 -5.601
C: 2.390 -0.194 -6.701
C: 2.816 1.125 -6.758
C: 3.539 1.666 -5.705
C: 3.834 0.892 -4.594
C: 5.531 -0.832 -2.616
C: 6.725 -1.396 -3.044
C: 7.934 -0.837 -2.650
C: 7.950 0.278 -1.828
C: 6.755 0.842 -1.394
C: 5.549 0.287 -1.784
C: 2.936 -1.327 -1.690
C: 1.686 -0.743 -1.371
N: 1.482 -0.820 -0.042
N: 2.553 -1.658 0.425
N: 3.526 -1.849 -0.615
P: 0.261 -0.117 -2.312
Se: -1.444 0.112 -1.087
C: -0.071 -1.305 -3.628
C: -1.076 -1.000 -4.551
C: -1.417 -1.912 -5.534
C: -0.788 -3.152 -5.583
C: 0.168 -3.479 -4.637
C: 0.524 -2.559 -3.659
C: 0.851 1.462 -2.968
C: 1.596 2.264 -2.101
C: 1.960 3.547 -2.471
C: 1.567 4.049 -3.706
C: 0.832 3.255 -4.571
C: 0.478 1.962 -4.210
H: 2.427 -2.024 -5.585
H: 1.841 -0.626 -7.527
H: 2.599 1.727 -7.631
H: 3.885 2.690 -5.749
H: 4.418 1.325 -3.794
H: 6.699 -2.277 -3.673
H: 8.864 -1.281 -2.982
H: 8.893 0.709 -1.519
H: 6.768 1.710 -0.747
H: 4.619 0.726 -1.439
H: -1.620 -0.067 -4.480
H: -2.188 -1.662 -6.250
H: -1.059 -3.866 -6.350
H: 0.660 -4.442 -4.658
H: 1.281 -2.842 -2.941
H: 1.888 1.883 -1.129
H: 2.544 4.160 -1.796
H: 1.841 5.055 -3.994
H: 0.541 3.637 -5.541
H: -0.070 1.349 -4.911
Cl: 2.839 -3.932 1.841
C: 1.771 -2.866 0.889
H: 1.532 -3.397 -0.032
H: 3.017 -1.234 1.232
N: 1.344 -2.736 4.405
C: 1.248 -2.631 5.740
C: 0.658 -1.416 6.008
C: 0.440 -0.843 4.748
N: 0.867 -1.648 3.779
H: 1.806 -3.444 3.850
H: 1.610 -3.411 6.388
H: 0.430 -0.999 6.972
H: -0.003 0.105 4.495

---

Number 1: M 189.3 g mol⁻¹. Number 2: M 131.2 g mol⁻¹. Number 3: M 553.2 g mol⁻¹. Number 4: M 112.0 g mol⁻¹. Number 5: M 1083.2 g mol⁻¹.